C29H49ClErNO2P | ωB97M-V/def2-TZVPD

Positions of all 84 atoms, in Å:
Er -0.28942 0.88105 2.19092
Cl -2.59149 1.49678 1.44738
P -0.39457 0.31599 -0.63131
C -0.89477 1.09871 4.31478
H -0.05378 1.55127 4.94840
H -1.84190 1.56115 4.72481
C 0.98726 -0.57240 -1.55286
C -0.34418 2.12802 -1.19974
C 2.34810 0.07965 -1.26648
H 0.99807 -1.54393 -1.02704
C 3.49530 -0.86494 -1.65540
H 2.44741 1.02126 -1.82734
H 2.41085 0.32476 -0.19652
C 3.39053 -1.33259 -3.11404
H 4.45741 -0.35414 -1.50171
H 3.48328 -1.72654 -0.97393
C 1.99155 -1.83309 -3.48443
H 3.66420 -0.50014 -3.77238
H 4.12680 -2.12715 -3.29376
C 0.86319 -0.87890 -3.05112
H 1.94105 -2.00314 -4.56889
H 1.82300 -2.80488 -3.00784
H 0.92453 0.05246 -3.63416
H -0.10312 -1.34251 -3.28720
C -2.01624 -0.30662 -1.36787
C 0.16479 2.44957 -2.60363
H -1.41022 2.40005 -1.12931
C -0.06108 3.94003 -2.91643
H 1.23896 2.22769 -2.66563
H -0.33536 1.83731 -3.36606
C 0.57845 4.87650 -1.88987
H 0.33235 4.16657 -3.91463
H -1.14146 4.12909 -2.94586
C 0.24698 4.48751 -0.44228
H 1.66827 4.87050 -2.01602
H 0.25067 5.90741 -2.07103
C 0.41823 2.97880 -0.17148
H 0.88287 5.05524 0.25313
H -0.79268 4.76980 -0.21755
H 1.49073 2.71611 -0.18840
H 0.04543 2.78045 0.85680
C -2.08073 -1.83802 -1.33006
H -2.73591 0.08498 -0.62643
C -3.44800 -2.38467 -1.78670
H -1.29930 -2.25292 -1.98483
H -1.87230 -2.19294 -0.30932
C -3.91743 -1.81694 -3.13022
H -3.39384 -3.47864 -1.84612
H -4.19443 -2.14313 -1.01843
C -3.80320 -0.29009 -3.18588
H -3.33573 -2.26174 -3.94894
H -4.96093 -2.10754 -3.30128
C -2.42519 0.22939 -2.75172
H -4.02739 0.05941 -4.20146
H -4.56634 0.14468 -2.52819
H -1.67753 -0.08275 -3.49783
H -2.44402 1.32769 -2.75354
C -0.55474 -1.45664 2.68358
C -0.81866 -0.47607 3.85501
H -0.27826 -1.35256 1.52793
C -2.04279 -1.08452 4.65608
H 0.12861 -0.88137 4.34669
C -1.91251 -2.59733 4.95545
H -2.04352 -0.48625 5.61846
H -2.98853 -0.84151 4.11710
C -1.87071 -3.32771 3.63751
H -1.00303 -2.80063 5.52141
H -2.75548 -2.97755 5.56524
C -0.58233 -2.91969 2.88181
H -1.87066 -4.40540 3.81166
H -2.75360 -3.03789 3.03888
H 0.37358 -3.11624 3.44259
H -0.50443 -3.53946 1.93312
O 1.53785 2.03874 2.87639
C 2.31598 1.10644 2.63281
C 3.77313 1.06493 2.96535
C 4.19219 -0.34414 2.64306
C 2.95338 -1.03460 2.06229
O 2.88071 -2.16853 1.67630
N 1.90101 -0.07775 2.07141
H 4.32742 1.80502 2.37929
H 3.85350 1.28056 4.03480
H 5.03939 -0.37673 1.93780
H 4.48475 -0.90268 3.54489

HOMO-LUMO gap (alpha / beta): 4.06 / 4.09 eV
2S+1: 4
HOMO level (alpha / beta): -1.63 / -1.66 eV
Charge: -1

Quick look at the Mulliken charges, all values in e: -1.003 -0.498 -0.364 -0.886 0.081 0.251 0.533 -0.386 -0.156 0.668 -0.710 0.254 -0.891 -0.909 0.403 0.336 -0.920 0.354 0.426 -0.356 0.413 0.377 0.161 0.118 0.483 -0.468 1.036 -0.962 0.124 0.181 -0.751 0.402 0.384 -1.182 0.306 0.418 0.627 0.432 0.382 0.205 -0.276 -0.397 0.474 -0.907 0.175 -0.105 -0.689 0.425 0.350 -1.043 0.301 0.363 -0.327 0.388 0.396 0.044 0.211 1.235 1.468 -0.661 -0.817 -0.156 -0.680 0.328 0.122 -0.591 0.324 0.315 -0.981 0.440 0.182 0.137 0.202 -0.685 0.529 -0.795 -0.558 -0.084 -0.644 0.908 0.251 0.348 0.273 0.294



C29H49ClF9N2O8PS4 | ωB97M-V/def2-TZVPD

Positions of all 103 atoms, in Å:
C -2.42520 3.80903 0.00210
O -1.89668 4.49556 1.12287
C -1.81772 3.69833 2.29351
C -0.40447 3.88688 2.89632
C 0.67402 3.57118 1.81108
C 1.98338 3.02424 2.44725
C 2.02446 1.45584 2.47825
C 3.37346 0.89646 1.97677
C 3.68954 -0.52124 2.52156
C 3.66253 -0.49591 4.01434
N 3.53643 -0.63322 5.13269
C 2.60737 -1.54151 2.01675
C 2.67553 -2.85267 2.74517
N 3.00206 -3.78776 3.29850
C 2.62681 -1.78313 0.49451
C 1.50625 -2.72047 -0.00835
C 0.07513 -2.20586 0.32404
C -0.21224 -0.79269 -0.23272
C -0.46016 -0.73115 -1.75994
F -1.69021 -0.28170 -2.07316
F -0.47305 -2.03434 -2.19710
C 0.65346 -0.06791 -2.61369
F 0.33097 -0.22792 -3.90080
F 1.77621 -0.77109 -2.44526
S 1.01027 1.74045 -2.31375
F -0.24703 1.93433 -1.36609
F 1.99157 1.43394 -1.09939
F 2.25878 1.62579 -3.31737
F 0.08971 2.13848 -3.56524
F 1.33628 3.28350 -2.13620
P 5.48813 -0.93600 2.07352
O 5.67823 -2.57145 2.21994
Cl 5.68656 -0.45592 0.02491
H -2.20673 2.73154 0.00812
H -1.95865 4.24569 -0.89612
H -3.51026 3.99041 -0.08177
H -2.55235 4.01650 3.05280
H -1.99421 2.62899 2.10522
H -0.22177 3.19824 3.73518
H -0.29312 4.92819 3.22575
H 0.93606 4.52476 1.32962
H 0.27798 2.88695 1.04558
H 2.82889 3.38694 1.84394
H 2.06095 3.36146 3.48988
H 1.22806 1.08199 1.81645
H 1.77480 1.15669 3.50577
H 4.18075 1.58734 2.27521
H 3.38880 0.90414 0.88044
H 1.63887 -1.10601 2.31604
H 2.62516 -0.81461 -0.01644
H 3.57587 -2.27873 0.24027
H 1.64721 -3.68774 0.50382
H 1.61452 -2.93247 -1.07845
H 0.06170 -2.10140 1.42194
H -0.69579 -2.94540 0.09050
H -1.15145 -0.45261 0.22961
H 0.56900 -0.10601 0.11213
H 6.26162 -2.85032 1.49149
O 8.92054 -0.84178 2.91090
S 9.14396 -1.85643 1.91679
O 8.28682 -1.98976 0.75919
C 10.84697 -1.76389 1.38281
C 11.59449 -2.67358 2.35196
C 10.71909 -3.92233 2.51363
C 9.27904 -3.44701 2.73891
H 11.18395 -0.73001 1.41144
H 10.89671 -2.14763 0.36335
H 12.58819 -2.92121 1.98019
H 11.70945 -2.17562 3.31773
H 10.77074 -4.52315 1.60256
H 11.05807 -4.54911 3.33783
H 8.55262 -4.13420 2.31063
H 9.06621 -3.29457 3.79569
O -3.29755 -0.41687 0.85039
S -4.44913 0.45679 0.81838
O -4.52438 1.63581 1.64672
C -4.77431 0.90682 -0.87919
C -5.70522 -0.18827 -1.39004
C -6.71510 -0.43320 -0.26531
C -5.92659 -0.53317 1.04751
H -3.83669 0.96867 -1.42874
H -5.27193 1.87724 -0.87336
H -6.19628 0.10433 -2.31957
H -5.13586 -1.10202 -1.58192
H -7.41204 0.40564 -0.21399
H -7.30155 -1.33325 -0.44038
H -6.48884 -0.14155 1.89238
H -5.61475 -1.55648 1.25227
O -8.31893 -0.20912 -2.76968
S -8.11675 -0.09674 -4.19238
O -6.82483 -0.29438 -4.79816
C -9.31834 -1.13676 -5.01020
C -10.53495 -0.23552 -5.19283
C -9.98544 1.12010 -5.65294
C -8.80251 1.46838 -4.74183
H -9.51833 -2.01553 -4.40077
H -8.89883 -1.43335 -5.97171
H -11.23647 -0.65392 -5.91362
H -11.05867 -0.11787 -4.24099
H -9.64310 1.04217 -6.68730
H -10.74825 1.89727 -5.61911
H -8.03323 2.02802 -5.26926
H -9.12437 2.02045 -3.85995

HOMO-LUMO gap: 8.89 eV
2S+1: 1
HOMO level: -8.47 eV
SMILES: COCCCCCC[C@@](C#N)([C@H](C#N)CCCCC(F)(F)C(F)(F)S(F)(F)(F)(F)F)P(O)Cl.O=S1(=O)CCCC1.O=S1(=O)CCCC1.O=S1(=O)CCCC1

Mulliken atomic charge list, values in e, 99 entries: -0.102 -0.426 -0.294 -0.998 0.536 -1.340 0.543 -1.828 1.831 -0.190 -0.577 0.678 -0.410 -0.599 -0.682 -1.338 -1.211 1.637 0.855 -0.228 -0.365 0.621 -0.271 -0.227 1.421 -0.320 -0.328 -0.390 -0.372 -0.330 -0.112 -0.409 -0.212 -0.290 0.341 0.271 0.425 0.159 0.383 0.344 0.431 -0.572 0.529 0.267 -0.563 0.661 0.820 0.328 0.313 0.207 0.579 0.565 0.465 0.523 0.489 -0.282 -1.217 0.321 -0.665 1.278 -0.684 -0.819 -0.570 -0.687 -0.601 0.404 0.343 0.351 0.290 0.299 0.333 0.332 0.405 -0.663 1.263 -0.713 -0.487 -0.016 -0.465 -0.968 0.167 0.352 -0.186 0.257 0.298 0.391 0.358 0.364 -0.644 1.206 -0.710 -0.769 -0.546 -0.634 -0.712 0.390 0.368 0.354 0.279



C29H49F3NO17 | ωB97M-V/def2-TZVPD

Positions of all 99 atoms, in Å:
C 1.59341 0.32682 1.69198
C 1.42701 -1.04261 1.00379
C 0.65922 -0.92858 -0.33783
C 1.52470 -1.05167 -1.61334
C 0.80301 -1.74078 -2.82094
C 2.14374 0.25074 -2.08780
C 1.40423 1.40238 -2.36289
C -0.10458 1.45426 -2.21988
O -0.84884 0.53136 -2.44460
O -0.59029 2.66590 -1.79237
C 1.98113 2.57032 -2.81606
C 3.31093 2.58281 -2.99947
N 4.01928 1.48999 -2.75803
C 3.50173 0.34742 -2.31144
C 4.49481 -0.78124 -2.12739
C 4.82368 -1.10590 -0.66139
C 5.63819 -0.02991 0.06203
F 5.83704 1.08164 -0.64886
F 5.01653 0.28988 1.20885
F 6.80916 -0.56059 0.43959
H 1.53391 0.23325 2.77566
H 2.52479 0.83154 1.41948
H 0.78433 1.01253 1.42703
H 0.78197 -1.62260 1.66740
H 2.36260 -1.59769 0.93713
H 0.04900 -0.03069 -0.29109
H -0.04424 -1.76328 -0.36821
H 2.34948 -1.71714 -1.36570
H 0.54448 -0.97760 -3.55040
H -0.11689 -2.22091 -2.49993
H 1.48308 -2.44840 -3.29566
H -1.07446 3.06907 -2.53134
H 1.35348 3.42250 -3.01993
H 3.78843 3.48986 -3.34170
H 5.01733 1.53387 -2.93204
H 4.08776 -1.65973 -2.63110
H 5.40241 -0.53331 -2.68539
H 3.89453 -1.30191 -0.13638
H 5.38254 -2.04063 -0.65443
C -4.28053 7.06527 -5.09300
O -3.51852 6.04443 -4.43861
C -4.21976 4.95789 -4.12511
O -5.38495 4.77670 -4.33931
O -3.39291 4.09091 -3.52301
C -4.01396 2.86504 -3.12673
H -3.60070 7.88850 -5.29279
H -4.68195 6.69913 -6.03592
H -5.08375 7.41661 -4.44847
H -4.40339 2.32777 -3.98980
H -4.80638 3.04358 -2.40275
H -3.24299 2.25823 -2.65682
C -3.70773 0.49517 4.95421
O -3.37397 1.87782 5.10576
C -2.35963 2.28607 4.35133
O -1.72836 1.60602 3.58222
O -2.15846 3.58145 4.59211
C -1.08880 4.16007 3.84637
H -4.54256 0.29027 5.61765
H -4.01199 0.28329 3.93044
H -2.86907 -0.13657 5.24058
H -1.28654 4.09592 2.77703
H -0.14419 3.67496 4.08843
H -1.03247 5.20641 4.13334
C 6.74396 -0.12977 3.49403
O 6.83300 -0.17325 4.91601
C 5.81322 0.41985 5.53873
O 4.87764 0.95559 5.00205
O 6.01001 0.31485 6.84925
C 4.98650 0.91107 7.64964
H 7.61977 -0.63932 3.10076
H 5.85291 -0.64818 3.15379
H 6.74648 0.89988 3.14010
H 4.02665 0.43154 7.46579
H 4.92098 1.98016 7.45565
H 5.26642 0.75629 8.68763
C -1.62111 -2.00160 -5.50346
O -2.24467 -2.87030 -6.44201
C -1.53059 -3.96461 -6.71929
O -0.45636 -4.23798 -6.24871
O -2.21011 -4.69088 -7.59861
C -1.56150 -5.90378 -7.99156
H -2.28477 -1.15330 -5.35559
H -1.47867 -2.50625 -4.54934
H -0.66829 -1.63846 -5.88888
H -1.41675 -6.55723 -7.13325
H -0.60883 -5.69107 -8.47313
H -2.21655 -6.39571 -8.70456
C -6.73797 -2.81758 3.25900
O -6.17935 -4.05749 3.69381
C -5.49976 -3.98116 4.83787
O -5.33271 -2.98655 5.49450
O -5.03870 -5.19581 5.12754
C -4.28599 -5.26537 6.34034
H -7.26005 -3.01510 2.32692
H -7.44970 -2.43852 3.99029
H -5.95300 -2.08460 3.07746
H -4.90199 -4.98230 7.19188
H -3.40339 -4.63049 6.28203
H -3.97178 -6.29849 6.45883

HOMO-LUMO gap: 7.60 eV
2S+1: 1
HOMO level: -12.28 eV
Charge: +1

Quick look at the Mulliken charges, all values in e: -1.163 -0.670 -0.973 0.313 -1.782 0.194 1.828 -0.026 -0.389 -0.478 -0.788 -0.855 0.179 0.346 -1.911 0.351 0.889 -0.293 -0.225 -0.292 0.422 0.127 0.359 0.380 0.490 0.328 0.566 0.595 0.278 0.421 0.326 0.297 0.617 0.395 0.326 0.535 0.487 -0.768 0.546 -0.637 -0.327 0.678 -0.523 -0.177 -0.478 0.220 0.299 0.298 0.299 0.307 0.058 -0.581 -0.308 0.767 -0.518 -0.314 -0.566 0.234 0.253 0.297 0.254 0.274 0.204 -0.562 -0.326 0.774 -0.557 -0.333 -0.623 0.248 0.233 0.318 0.294 0.291 0.218 -0.518 -0.337 0.754 -0.558 -0.333 -0.622 0.288 0.240 0.293 0.298 0.293 0.223 -0.548 -0.319 0.828 -0.538 -0.329 -0.623 0.226 0.292 0.213 0.294 0.288 0.221



| no. | energy (Eh) |
| --- | --- |
| 1 | -3156.28663 |
| 2 | -5138.84045 |
| 3 | -2767.67457 |